(1)
{
  "formula": "C7H20Cl3CrO7S2",
  "method": "the ωB97M-V functional and the def2-TZVPD basis",
  "elements": ["Cr", "Cl", "Cl", "Cl", "O", "S", "O", "O", "C", "C", "C", "H", "H", "H", "H", "H", "H", "H", "H", "O", "S", "O", "O", "C", "C", "C", "H", "H", "H", "H", "H", "H", "H", "H", "C", "O", "H", "H", "H", "H"],
  "xyz": [[-0.008, -2.990, 1.010], [1.544, -4.753, 1.810], [-2.252, -4.193, 1.502], [0.298, -3.511, -1.591], [-1.108, -1.250, 0.333], [-1.921, -0.118, -0.065], [-2.428, 0.744, 1.007], [-1.071, 0.855, -1.168], [-1.660, 2.079, -1.455], [-1.176, 3.143, -0.546], [-3.229, -0.784, -1.142], [-2.722, 1.840, -1.408], [-1.278, 2.343, -2.441], [-0.154, 3.431, -0.792], [-1.272, 2.596, 0.392], [-1.936, 3.923, -0.515], [-2.825, -1.086, -2.108], [-4.010, -0.055, -1.355], [-3.459, -1.700, -0.598], [1.405, -1.369, 0.802], [2.363, -0.415, 0.446], [3.726, -0.746, 0.170], [1.733, 0.446, -0.863], [1.981, -0.041, -2.143], [2.049, 1.138, -3.112], [2.422, 0.983, 1.636], [1.166, -0.709, -2.423], [2.937, -0.507, -2.381], [2.235, 0.813, -4.135], [2.751, 1.875, -2.722], [1.053, 1.579, -3.160], [2.762, 0.613, 2.604], [1.436, 1.395, 1.849], [3.132, 1.742, 1.308], [-0.490, -0.860, 3.473], [-0.160, -2.198, 3.089], [-1.190, -0.731, 4.298], [0.447, -0.503, 3.903], [-0.833, -0.277, 2.618], [-0.256, -2.743, 3.873]],
  "charge": -1,
  "orbital_gap_ha": [0.2111, 0.2559],
  "lumo_ev": [2.091, 2.089],
  "s_squared": 6.011,
  "multiplicity": 5
}


(2)
{
  "formula": "C7H20F3IN3O10P2SSr",
  "method": "the ωB97M-V functional and the def2-TZVPD basis",
  "elements": ["Sr", "N", "C", "C", "N", "C", "C", "N", "H", "H", "H", "H", "H", "H", "H", "H", "H", "H", "H", "H", "H", "C", "C", "O", "P", "O", "O", "O", "P", "O", "O", "O", "H", "H", "H", "H", "H", "H", "H", "F", "C", "F", "F", "S", "O", "O", "O", "I"],
  "xyz": [[-0.169, -1.024, 0.402], [0.715, 0.672, 2.987], [1.636, 1.767, 2.510], [2.770, 0.919, 1.959], [2.370, 0.249, 0.701], [2.769, 1.122, -0.430], [2.062, 0.806, -1.810], [0.888, 1.724, -2.125], [-0.170, 1.081, 3.265], [1.206, 0.328, 3.792], [2.004, 2.410, 3.272], [0.987, 2.350, 1.793], [3.030, 0.173, 2.664], [3.555, 1.640, 1.735], [2.938, -0.582, 0.670], [3.880, 1.143, -0.600], [2.585, 2.190, -0.190], [1.670, -0.141, -1.807], [2.839, 0.828, -2.600], [1.199, 2.728, -2.116], [0.092, 1.625, -1.411], [-4.375, -0.244, -1.862], [-2.978, -0.179, -1.316], [-2.744, -1.140, -0.228], [-1.705, -0.593, -2.615], [-1.568, 0.714, -3.401], [-2.387, -1.659, -3.745], [-0.544, -1.286, -2.059], [-2.455, 1.407, -0.530], [-2.670, 2.436, -1.699], [-3.285, 1.658, 0.668], [-0.911, 1.343, -0.283], [-5.092, 0.342, -1.198], [-4.543, -1.299, -2.078], [-4.334, 0.097, -2.891], [-3.607, -1.089, 0.345], [0.531, 1.595, -3.113], [-2.560, -2.602, -3.525], [-2.284, 2.086, -2.536], [0.838, -4.246, 4.508], [1.190, -3.388, 3.514], [1.056, -2.112, 3.973], [2.537, -3.499, 3.144], [0.076, -3.642, 2.085], [0.983, -3.157, 1.008], [-0.219, -5.075, 2.045], [-1.103, -2.752, 2.254], [3.297, 4.272, -3.126]],
  "charge": -1,
  "orbital_gap_ha": 0.2539,
  "lumo_ev": 2.072,
  "multiplicity": 1
}


(3)
{
  "formula": "C7H20F5N3O15S3",
  "method": "the ωB97M-V functional and the def2-TZVPD basis",
  "elements": ["N", "H", "H", "H", "H", "N", "H", "H", "H", "H", "N", "S", "O", "O", "F", "S", "O", "O", "F", "C", "F", "F", "F", "S", "O", "O", "O", "C", "O", "O", "O", "C", "O", "O", "O", "C", "C", "O", "H", "H", "H", "H", "H", "H", "C", "C", "O", "H", "H", "H", "H", "H", "H"],
  "xyz": [[0.215, -0.164, 0.427], [0.882, -0.202, -0.357], [-0.270, -1.068, 0.569], [-0.452, 0.621, 0.212], [0.800, -0.020, 1.269], [-3.786, 0.275, 0.470], [-4.177, -0.027, -0.419], [-2.860, 0.702, 0.211], [-3.734, -0.638, 1.014], [-4.384, 0.910, 0.988], [-1.619, 1.770, -0.103], [-1.708, 3.259, 0.740], [-3.023, 3.761, 1.002], [-0.674, 4.183, 0.426], [-1.295, 2.725, 2.167], [-1.638, 2.461, -1.517], [-0.437, 2.965, -2.113], [-2.890, 3.024, -1.941], [-1.635, 1.001, -2.215], [4.605, -2.014, -1.369], [3.871, -2.308, -2.473], [5.196, -3.119, -0.935], [5.509, -1.142, -1.875], [3.451, -1.205, -0.089], [4.238, -0.494, 0.905], [2.641, -0.277, -0.865], [2.712, -2.303, 0.479], [1.122, -0.557, 4.333], [0.142, -1.090, 4.963], [1.678, 0.526, 4.796], [1.581, -1.115, 3.253], [-2.882, -3.051, 0.403], [-2.886, -4.275, 0.765], [-1.963, -2.684, -0.449], [-3.429, -2.201, 1.238], [2.551, 2.606, 1.026], [2.201, 2.455, 2.499], [1.674, 1.148, 2.677], [1.635, 2.706, 0.443], [3.138, 1.745, 0.714], [3.090, 3.548, 0.873], [1.449, 3.170, 2.863], [3.030, 2.525, 3.216], [1.373, 0.957, 3.589], [-1.206, -2.833, -4.044], [-1.424, -1.424, -3.479], [-2.638, -1.427, -2.747], [-0.161, -3.005, -4.331], [-1.818, -3.020, -4.930], [-1.371, -3.564, -3.250], [-1.462, -0.759, -4.347], [-0.600, -1.204, -2.796], [-2.358, -1.852, -1.885]],
  "charge": -4,
  "orbital_gap_ha": 0.0752,
  "lumo_ev": 7.603,
  "multiplicity": 1
}


(4)
{
  "formula": "C7H20N2",
  "method": "the ωB97M-V functional and the def2-TZVPD basis",
  "elements": ["C", "C", "C", "C", "N", "N", "H", "H", "H", "H", "H", "H", "H", "H", "H", "H", "H", "H", "C", "C", "C", "H", "H", "H", "H", "H", "H", "H", "H"],
  "xyz": [[2.224, -0.611, 0.435], [1.315, -1.265, 1.458], [2.649, -1.552, -0.671], [0.568, 0.593, -1.827], [1.114, 0.691, -0.473], [3.155, 0.305, 0.790], [0.417, 1.032, 0.181], [3.035, 0.613, 1.754], [2.101, 1.194, -0.223], [0.997, -0.547, 2.217], [1.852, -2.074, 1.957], [0.430, -1.688, 0.979], [3.184, -2.394, -0.230], [3.328, -1.044, -1.356], [1.789, -1.932, -1.225], [0.162, 1.549, -2.174], [-0.236, -0.147, -1.857], [1.353, 0.277, -2.512], [-2.464, 0.126, 0.536], [-2.173, 1.549, 1.011], [-3.335, 0.101, -0.718], [-1.523, -0.392, 0.336], [-2.960, -0.428, 1.338], [-4.293, 0.590, -0.536], [-3.095, 2.064, 1.283], [-1.694, 2.134, 0.223], [-1.520, 1.552, 1.886], [-2.845, 0.626, -1.541], [-3.534, -0.921, -1.041]],
  "charge": 0,
  "orbital_gap_ha": 0.3235,
  "lumo_ev": 0.849,
  "multiplicity": 1
}